Below is one molecule with the formula C7H10O in a non-equilibrium geometry, with properties calculated with ωB97M-V/def2-TZVPD.

Its energy above the lowest of the compared OMol25 structures with the same formula, charge and spin is 468.1 kJ/mol. The gap between HOMO and LUMO is 8.79 eV.

Positions of all 18 atoms, in Å:
C 0.131 -1.538 0.406
C 0.067 -0.803 -1.013
C 0.196 -0.477 1.519
C -1.814 1.055 1.314
C 0.048 0.707 -0.676
C -0.546 0.655 0.885
C 1.586 1.088 -1.021
O 1.645 1.678 -2.191
H -0.847 -2.042 0.483
H 0.873 -2.292 0.440
H 1.127 -1.056 -1.405
H -0.772 -1.117 -1.810
H -0.201 -0.887 2.438
H 1.219 -0.205 1.833
H -2.393 1.695 0.705
H -2.108 0.838 2.333
H -0.600 1.244 -1.420
H 2.388 1.456 -2.820